1.
{
  "formula": "C30H59BaN11O6P2S6",
  "method": "ωB97M-V with the def2-TZVPD basis set",
  "symbols": ["Ba", "C", "P", "C", "C", "C", "P", "C", "C", "H", "H", "H", "H", "H", "H", "H", "H", "H", "H", "H", "H", "H", "H", "H", "H", "S", "S", "S", "S", "N", "C", "C", "C", "C", "N", "C", "N", "N", "C", "O", "O", "H", "H", "H", "H", "H", "H", "H", "H", "H", "H", "H", "H", "H", "H", "C", "C", "S", "O", "O", "C", "C", "N", "C", "N", "C", "C", "N", "O", "O", "C", "H", "H", "H", "H", "H", "H", "H", "H", "H", "H", "H", "H", "H", "N", "C", "N", "C", "C", "C", "C", "C", "H", "H", "H", "H", "H", "H", "H", "H", "H", "H", "C", "N", "C", "C", "N", "C", "S", "H", "H", "H", "H", "H", "H"],
  "coordinates": [[0.54454, -0.71824, -0.85166], [0.25097, -5.17107, -0.33497], [-0.01078, -3.70894, 0.74381], [0.61174, -4.38491, 2.33690], [-1.83130, -3.85205, 0.99717], [-2.39201, -2.72874, 1.87440], [-2.27399, -1.07910, 1.05587], [-3.68336, -1.16146, -0.11282], [-2.97783, -0.01666, 2.37338], [-0.21976, -4.97393, -1.29878], [-0.17725, -6.07960, 0.09542], [1.32067, -5.32814, -0.48849], [0.13337, -5.33286, 2.59587], [0.45051, -3.66410, 3.13958], [1.68870, -4.54441, 2.25297], [-2.06320, -4.83288, 1.42529], [-2.27495, -3.81293, -0.00192], [-1.83331, -2.65829, 2.81393], [-3.43558, -2.92841, 2.13856], [-4.60260, -1.50323, 0.36977], [-3.42231, -1.82392, -0.94011], [-3.84486, -0.16161, -0.52091], [-3.90112, -0.43821, 2.77853], [-3.19014, 0.97393, 1.96676], [-2.24960, 0.09458, 3.17909], [-0.11761, 0.59634, -3.89557], [1.64563, 1.68126, -4.07868], [2.89331, 1.00188, -2.59970], [2.37655, 1.99049, -0.85938], [1.52797, -2.65382, -2.76296], [0.52687, -2.78422, -3.81349], [0.77481, -3.95002, -4.77671], [-0.07426, -3.97565, -6.04874], [-0.06798, -2.68929, -6.88646], [-0.77771, -1.53658, -6.33481], [-2.08282, -1.47636, -6.17633], [-2.88952, -2.43953, -6.67176], [-2.63424, -0.37397, -5.64604], [-0.90600, -2.77323, -3.21109], [-1.85228, -2.98237, -3.99335], [-1.00558, -2.52315, -1.97742], [2.43905, -2.40833, -3.13115], [1.62595, -3.49786, -2.20911], [0.59515, -1.84990, -4.36671], [0.64105, -4.89947, -4.24754], [1.83112, -3.90504, -5.06707], [-1.08845, -4.25550, -5.77049], [0.31080, -4.76193, -6.70537], [-0.48583, -2.89609, -7.87500], [0.95928, -2.35924, -7.04573], [-0.26409, -0.84102, -5.77866], [-2.51757, -3.37423, -6.62693], [-3.85269, -2.38464, -6.38378], [-1.98103, 0.28046, -5.20775], [-3.49711, -0.50762, -5.14421], [-5.34057, 6.94889, 1.76594], [-5.34581, 5.55397, 1.16459], [-3.75765, 4.75121, 1.19093], [-3.94917, 3.40295, 0.71812], [-3.14705, 4.98285, 2.47601], [-2.79373, 5.63390, -0.03250], [-1.29771, 5.40091, 0.17504], [-0.95424, 3.99216, 0.30380], [-1.13763, 3.04774, -0.65556], [-0.93518, 1.82978, -0.18884], [-0.62405, 1.97209, 1.12556], [-0.63914, 3.29111, 1.45481], [-0.26983, 3.85349, 2.70635], [-0.27140, 3.09842, 3.66442], [0.03141, 5.03546, 2.76405], [-1.52445, 3.36588, -2.05034], [-6.36019, 7.32897, 1.81843], [-4.75896, 7.64941, 1.16642], [-4.92415, 6.92801, 2.77118], [-5.68825, 5.52691, 0.12895], [-5.96891, 4.86366, 1.73703], [-3.00691, 6.69744, 0.07956], [-3.14365, 5.29573, -1.00674], [-0.96381, 5.89960, 1.07737], [-0.75049, 5.81963, -0.66949], [-0.37078, 1.13726, 1.76193], [-1.13857, 4.33531, -2.36589], [-2.61316, 3.36105, -2.15162], [-1.11914, 2.59234, -2.70408], [3.12746, -1.94786, -0.18905], [3.83784, -1.74725, 0.70344], [4.64089, -1.50989, 1.71493], [4.58606, -2.34905, 2.91393], [4.58353, -1.48912, 4.17850], [5.42152, -0.21005, 4.00187], [6.45046, -0.37139, 2.88768], [5.75072, -0.55989, 1.54725], [5.44063, -3.03339, 2.90948], [3.67822, -2.94634, 2.85385], [4.97599, -2.09476, 4.99855], [3.55383, -1.23172, 4.42785], [5.91585, 0.04912, 4.93908], [4.77061, 0.63022, 3.75093], [7.10230, -1.22411, 3.09731], [7.09461, 0.50578, 2.81724], [6.44808, -0.92208, 0.78661], [5.33585, 0.38900, 1.19929], [1.25428, 0.89711, 5.39688], [2.00515, 1.31234, 4.23042], [2.69740, 2.50627, 4.10994], [3.12321, 2.59144, 2.83429], [2.68858, 1.45064, 2.19373], [1.97613, 0.67528, 3.03372], [1.17918, -0.77431, 2.65462], [1.77890, 1.22528, 6.29194], [1.17127, -0.18687, 5.39011], [0.25584, 1.33355, 5.37162], [2.80212, 3.18535, 4.93638], [3.68278, 3.35129, 2.31940], [2.76460, 1.28308, 1.17708]],
  "relative_energy_kcal_mol": 0.0
}

2.
{
  "formula": "C30H59Br2FN2O14S7",
  "method": "ωB97M-V with the def2-TZVPD basis set",
  "symbols": ["C", "C", "C", "N", "N", "C", "Br", "C", "C", "Br", "S", "O", "O", "F", "H", "H", "H", "H", "H", "H", "H", "H", "H", "H", "H", "O", "S", "O", "C", "C", "C", "C", "H", "H", "H", "H", "H", "H", "H", "H", "O", "S", "O", "C", "C", "C", "C", "H", "H", "H", "H", "H", "H", "H", "H", "O", "S", "O", "C", "C", "C", "C", "H", "H", "H", "H", "H", "H", "H", "H", "O", "S", "O", "C", "C", "C", "C", "H", "H", "H", "H", "H", "H", "H", "H", "O", "S", "O", "C", "C", "C", "C", "H", "H", "H", "H", "H", "H", "H", "H", "O", "S", "O", "C", "C", "C", "C", "H", "H", "H", "H", "H", "H", "H", "H"],
  "coordinates": [[1.81348, -0.40877, -1.48316], [2.26000, -1.89849, -1.07654], [3.57193, -1.95975, -0.16114], [3.29987, -1.87067, 1.31704], [2.52134, -0.74142, 1.63901], [3.24710, 0.16336, 2.59277], [3.82933, -0.45933, 4.40173], [3.51345, 1.50029, 2.20756], [4.24305, 2.50329, 3.21912], [2.98990, 2.24236, 0.46784], [1.00287, -1.15361, 2.37463], [0.46846, 0.13441, 2.95002], [1.09838, -2.14761, 3.48562], [-0.14163, -1.68262, 1.29130], [2.76587, 0.18018, -1.71394], [1.19929, 0.10211, -0.68005], [1.18530, -0.42722, -2.45361], [2.47899, -2.44129, -2.06518], [1.36674, -2.46366, -0.62348], [4.05920, -2.97673, -0.37495], [4.28358, -1.13831, -0.51050], [2.69697, -2.69660, 1.49748], [4.62771, 3.44027, 2.72066], [3.41540, 2.83792, 3.94581], [5.03335, 2.00322, 3.85192], [0.20879, 0.48433, -5.13596], [-0.45272, 1.02624, -3.97174], [-0.84164, 0.19870, -2.85001], [0.50493, 2.40572, -3.36855], [-0.04274, 3.60455, -4.13291], [-1.56411, 3.43561, -4.13729], [-1.86290, 1.98308, -4.51382], [1.56527, 2.22962, -3.54729], [0.31454, 2.50063, -2.29711], [0.25973, 4.54622, -3.67082], [0.33217, 3.59621, -5.16131], [-1.95693, 3.64522, -3.13740], [-2.04581, 4.12859, -4.82969], [-2.76041, 1.61623, -4.01752], [-1.95878, 1.86116, -5.59381], [1.86181, -3.91109, -3.34995], [0.96874, -3.94733, -4.48626], [1.25731, -3.24440, -5.71403], [0.60843, -5.65301, -4.86806], [-0.60673, -5.98194, -4.01026], [-1.53452, -4.76966, -4.12202], [-0.67715, -3.51618, -3.93112], [1.47420, -6.27511, -4.64374], [0.36760, -5.71262, -5.93137], [-1.09599, -6.89919, -4.34339], [-0.30318, -6.11964, -2.96766], [-1.99455, -4.75363, -5.11512], [-2.34195, -4.80982, -3.38797], [-1.04912, -2.67904, -4.52184], [-0.61463, -3.23008, -2.88000], [7.47766, 4.39807, 5.42695], [7.81495, 3.53683, 4.31793], [6.94667, 3.38151, 3.17211], [9.45251, 3.96057, 3.74921], [10.37976, 3.09467, 4.59232], [9.72395, 1.71277, 4.64496], [8.24070, 1.92050, 4.95926], [9.62573, 5.02834, 3.87821], [9.51777, 3.69369, 2.69240], [11.38393, 3.05078, 4.16682], [10.45843, 3.50493, 5.60398], [9.82918, 1.22250, 3.67216], [10.19748, 1.06890, 5.38871], [7.61742, 1.16569, 4.47885], [8.05631, 1.92518, 6.03451], [-4.77608, 2.20746, -3.31000], [-5.44241, 2.17963, -2.02608], [-5.71312, 3.38371, -1.27265], [-6.95483, 1.24883, -2.19327], [-6.54288, -0.19145, -1.91564], [-5.59729, -0.12884, -0.71376], [-4.59989, 1.00199, -0.97305], [-7.37177, 1.39201, -3.18906], [-7.65304, 1.61061, -1.43841], [-7.40945, -0.82467, -1.71689], [-6.01352, -0.60366, -2.78096], [-6.17301, 0.08819, 0.19137], [-5.08268, -1.07861, -0.55442], [-4.30006, 1.49485, -0.04822], [-3.71729, 0.64290, -1.50602], [4.95571, -6.14097, 3.29956], [3.54725, -6.43332, 3.16729], [2.94380, -6.75690, 1.89401], [3.12058, -7.70271, 4.34669], [2.75495, -6.93485, 5.60993], [1.90517, -5.75047, 5.14422], [2.61542, -5.11770, 3.94513], [3.96228, -8.38065, 4.48383], [2.25930, -8.24687, 3.95373], [2.21713, -7.56539, 6.32047], [3.66158, -6.56821, 6.10152], [0.91701, -6.10939, 4.83981], [1.75672, -5.02098, 5.94276], [1.90591, -4.70476, 3.22857], [3.31832, -4.34453, 4.25905], [-8.71177, 3.62063, -1.92070], [-9.36813, 4.16091, -0.75336], [-9.74697, 3.33206, 0.36893], [-8.40977, 5.54101, -0.15537], [-8.96209, 6.74021, -0.91494], [-10.48341, 6.57092, -0.90986], [-10.78408, 5.11825, -1.28591], [-7.35013, 5.36492, -0.34024], [-8.59435, 5.63521, 0.91676], [-8.65743, 7.68143, -0.45381], [-8.59324, 6.73311, -1.94541], [-10.86978, 6.77957, 0.09269], [-10.96961, 7.26471, -1.59876], [-11.67867, 4.74881, -0.78454], [-10.88642, 4.99740, -2.36533]],
  "smiles": "CCCNN(/C(Br)=C(/C)Br)S(=O)(=O)F.O=S1(=O)CCCC1.O=S1(=O)CCCC1.O=S1(=O)CCCC1.O=S1(=O)CCCC1.O=S1(=O)CCCC1.O=S1(=O)CCCC1"
}

| no. | E_tot (eV) | E_HOMO (eV) |
| --- | --- | --- |
| 1 | -145031.2733 | -6.31 |
| 2 | -282354.7512 | -9.09 |